(1)
{"formula": "C3H8N2O2", "method": "ωB97M-V/def2-TZVPD", "species": ["C", "O", "C", "N", "N", "O", "C", "H", "H", "H", "H", "H", "H", "H", "H"], "xyz": [[2.3456, -0.3409, 0.0522], [1.1028, -0.9653, -0.3503], [0.1481, 0.0376, -0.2787], [0.4423, 1.2370, -0.1233], [-0.6909, 2.0453, 0.0360], [-1.0485, -0.4824, -0.6724], [-1.8487, -1.1635, 0.2424], [3.1517, -1.2365, 0.5860], [2.6886, 0.2930, -0.9312], [2.0217, 0.4758, 0.9540], [-0.5287, 3.0764, -0.3420], [-1.6066, 1.3708, -0.4071], [-2.6149, -1.6152, -0.3618], [-1.3747, -2.1535, 0.4423], [-2.1876, -0.5785, 1.1539]], "forces_ev_per_a": [[1.553, 0.447, 1.730], [0.242, 1.717, 1.154], [0.582, -3.286, -1.446], [-1.152, 1.631, 0.361], [-2.697, 0.007, -1.853], [0.356, 1.742, -0.271], [0.074, -2.066, 0.895], [-2.514, 2.808, -2.249], [-0.099, -1.678, 2.778], [1.570, -2.354, -2.534], [-0.591, -3.370, 0.578], [3.110, 3.443, 1.159], [-1.247, 0.809, -0.121], [0.372, 0.906, 1.037], [0.441, -0.756, -1.218]], "nbo_charge": [-0.316, -0.516, 0.717, -0.354, -0.694, -0.527, -0.275, 0.205, 0.209, 0.225, 0.383, 0.355, 0.203, 0.190, 0.196], "relative_energy_kj_mol": 557.0, "gap_ev": 9.40, "lumo_energy_ev": 0.92, "smiles": "COC(=NN)OC"}

=====

(2)
{"formula": "C3H8N2O2", "method": "ωB97M-V/def2-TZVPD", "species": ["C", "C", "N", "C", "N", "H", "H", "H", "H", "H", "H", "O", "H", "H", "O"], "xyz": [[-0.7113, 0.2097, 1.1118], [0.6536, 0.4324, 0.5948], [0.2263, 1.2084, -0.5916], [-1.0732, 1.3133, -0.0301], [-1.6643, 0.0208, 0.0495], [-0.9085, -0.1200, 2.1224], [1.3141, 1.0094, 1.2441], [0.0688, 0.5278, -1.4229], [-1.6977, 2.1430, 0.2714], [1.3890, -0.5413, 0.2261], [2.3339, -2.1714, 0.6818], [2.1381, -1.2641, 0.9591], [-0.1568, -1.4681, -2.3856], [-1.2997, -0.6053, -0.7885], [-0.6123, -0.6947, -2.0424]], "forces_ev_per_a": [[1.638, -2.379, -0.310], [-4.693, 4.909, 1.200], [0.896, 0.806, -1.148], [-0.416, -2.727, 0.124], [-0.821, 1.442, 1.171], [-0.313, 0.444, 0.098], [0.731, -0.813, -0.062], [0.489, -0.035, -0.223], [0.788, 0.669, 0.083], [2.825, -4.050, 1.192], [-0.618, 0.193, -0.851], [-0.968, 1.940, -0.723], [-0.085, -0.030, -0.007], [0.534, -0.267, -0.707], [0.013, -0.102, 0.165]], "nbo_charge": [-0.026, -0.070, -0.599, 0.258, -0.598, 0.236, 0.261, 0.451, 0.244, 0.415, 0.482, -0.842, 0.461, 0.450, -1.124], "relative_energy_kj_mol": 929.6, "gap_ev": 6.07, "lumo_energy_ev": -3.05}